*one*
The following is a quantum chemistry calculation of a single C4H8ClN molecule, from OMol25.

The calculation puts the orbital gap at 0.354 Eh. For the HOMO energy, the calculation gives -8.7 eV. Its SMILES is C/C(=C\Cl)CN. For the LUMO energy, the calculation gives 0.9 eV. The calculation puts the molar mass at 105.57 u.

ORCA input file:
```
! RIJCOSX wB97M-V def2-TZVPD def2/J DEFGRID3
* xyz 0 1
C 0.0566 1.8776 -0.1213
C -0.3479 0.4895 0.0264
C 0.3719 -0.5412 -0.2841
Cl 1.9944 -0.4599 0.0783
C -1.9253 0.2488 0.1662
N -2.0088 -1.2024 -0.1094
H -0.9679 2.6166 -0.5349
H 1.0637 2.0691 -0.4399
H 0.2161 2.2983 1.0223
H 0.1981 -1.5329 -0.3701
H -2.4253 0.9890 -0.6994
H -2.3357 0.6545 1.2516
H -1.4928 -1.8224 0.6167
H -3.0307 -1.4843 -0.1346
*
```

*two*
The following is a quantum chemistry calculation of a single C4H8ClN molecule, from OMol25.

The calculation puts the orbital gap at 0.380 Eh. For the HOMO energy, the calculation gives -9.3 eV. Its SMILES is NC1(CCl)CC1. For the LUMO energy, the calculation gives 1.0 eV. The calculation puts the molar mass at 105.57 u.

ORCA input file:
```
! RIJCOSX wB97M-V def2-TZVPD def2/J DEFGRID3
* xyz 0 1
N 0.1070 1.5728 -0.0430
C 0.0257 0.1612 0.0455
C 1.2079 -0.6451 -0.4409
Cl 2.7363 -0.0707 0.2661
C -1.3248 -0.4870 -0.4053
C -0.9427 -0.4196 1.0432
H 0.6083 1.7980 -0.9161
H 0.6283 2.0877 0.6622
H 1.1561 -1.6880 -0.2162
H 1.1997 -0.4247 -1.5574
H -1.2857 -1.3837 -0.9805
H -2.0731 0.2330 -0.6759
H -1.3285 0.4878 1.5104
H -0.7145 -1.2219 1.7079
*
```

*three*
The following is a quantum chemistry calculation of 2 unconnected molecules or ions with the total composition C4H8ClN, from OMol25.

The calculation puts the orbital gap at 0.396 Eh. For the HOMO energy, the calculation gives -9.9 eV. Its SMILES is C/N=C/Cl.C=C. For the LUMO energy, the calculation gives 0.9 eV. The calculation puts the molar mass at 105.57 u.

ORCA input file:
```
! RIJCOSX wB97M-V def2-TZVPD def2/J DEFGRID3
* xyz 0 1
C -0.0743 2.1187 -0.2704
N -0.7508 0.8495 -0.2867
C -2.0245 0.7787 -0.3439
Cl -2.8150 -0.8111 -0.4359
H 0.9856 2.1002 0.2420
H 0.2355 2.4228 -1.2037
H -0.5544 2.9872 0.2857
H -2.7009 1.5891 -0.3323
C 1.6175 -1.4153 0.3959
C 0.9877 -2.5515 0.4124
H 2.6553 -1.5699 0.6421
H 1.0517 -0.4187 0.2367
H -0.1086 -2.6237 0.1652
H 1.4952 -3.4560 0.4929
*
```

Relative energies, in eV, with the most stable structure set to zero: *one* 2.425; *two* 0.000; *three* 1.312.

*one*
The following is a quantum chemistry calculation of a molecular structure, C35H22F9N5NiO4P, from OMol25.

The calculation puts the orbital gap (alpha / beta) at 0.192 / 0.173 Eh. For the HOMO energy (alpha / beta), the calculation gives -9.9 / -9.9 eV. For the LUMO energy (alpha / beta), the calculation gives -4.7 / -5.2 eV. The calculation puts the molar mass at 837.24 u.

ORCA input file:
```
! RIJCOSX wB97M-V def2-TZVPD def2/J DEFGRID3
* xyz 1 3
Ni 0.5405 0.6807 1.3415
N 0.0340 0.4896 5.4771
C 0.0025 -0.2580 4.3970
N 0.1735 0.5401 3.3307
C 0.3291 1.8114 3.8663
N 0.3364 1.8120 5.1968
C 0.6269 2.9124 2.9845
C 0.7427 4.1962 3.4389
N 0.8089 5.2244 2.6099
C 0.8273 4.9813 1.3079
C 0.8859 3.6980 0.8283
N 0.8815 2.6245 1.6644
H -0.1113 0.1822 6.4550
H -0.2787 -1.2767 4.4332
H 0.6815 4.5132 4.4707
H 0.8918 5.8352 0.6300
H 1.0122 3.5377 -0.2264
O 1.9758 -0.2050 0.1000
C 2.8159 -0.7493 -0.6647
O 2.6157 -1.3146 -1.7733
C 4.2550 -0.7908 -0.2698
C 4.6835 -0.1616 0.9027
C 6.0532 -0.1095 1.2290
C 6.9634 -0.6725 0.3546
O 8.3143 -0.6587 0.4576
C 8.7749 -1.0868 -0.8598
O 7.6969 -1.6569 -1.5629
C 6.5556 -1.2996 -0.8377
C 5.2169 -1.4261 -1.1522
H 3.9748 0.2829 1.5872
H 6.4183 0.2776 2.1759
H 9.5966 -1.7880 -0.6555
H 9.1870 -0.1788 -1.3279
H 4.7899 -2.0397 -1.9643
F -7.4018 -1.1725 2.1772
C -6.9475 0.0649 1.7255
F -7.6647 0.3757 0.5926
F -7.3104 0.9325 2.6790
C -5.5360 0.0876 1.4126
C -5.1629 -0.3117 0.1533
C -3.8323 -0.3597 -0.2140
C -2.7880 -0.0651 0.6872
C -3.2278 0.2774 1.9700
C -4.5538 0.3295 2.3387
P -1.0956 -0.2029 0.1127
C -1.0132 -1.8609 -0.6073
C -0.7396 -2.9566 0.2050
C -0.8802 -4.2467 -0.2638
C -1.4460 -4.4567 -1.5117
C -1.6721 -3.4051 -2.3531
C -1.4988 -2.0965 -1.9119
C -1.7459 -5.8352 -1.9242
F -1.6788 -6.7901 -0.9897
F -3.0091 -5.8642 -2.4554
F -0.9021 -6.2814 -2.9783
C -1.1254 0.8676 -1.3355
C -2.0857 1.8540 -1.5548
C -2.1309 2.5434 -2.7517
C -1.1812 2.3216 -3.7203
C -0.1406 1.4399 -3.4376
C -0.1422 0.6957 -2.2948
C -1.2978 2.9776 -5.0338
F -2.2463 2.3569 -5.8060
F -0.1011 2.8527 -5.7500
F -1.6260 4.2878 -5.0205
H -5.9206 -0.5967 -0.5535
H -3.6912 -0.5737 -1.3038
H -2.5181 0.4902 2.7815
H -4.8643 0.4590 3.3815
H -0.3791 -2.8389 1.2195
H -0.5825 -5.0612 0.3677
H -1.9939 -3.5881 -3.3486
H -1.7348 -1.2840 -2.6088
H -2.8248 2.0860 -0.8042
H -2.8949 3.2651 -2.9388
H 0.6617 1.3881 -4.1588
H 0.6538 -0.0314 -2.1180
*
```

*two*
The following is a quantum chemistry calculation of a molecular structure, C35H22F9N5NiO4P, from OMol25.

The calculation puts the orbital gap (alpha / beta) at 0.224 / 0.209 Eh. For the HOMO energy (alpha / beta), the calculation gives -10.1 / -10.1 eV. For the LUMO energy (alpha / beta), the calculation gives -4.0 / -4.4 eV. The calculation puts the molar mass at 837.24 u.

ORCA input file:
```
! RIJCOSX wB97M-V def2-TZVPD def2/J DEFGRID3
* xyz 1 3
Ni 12.6542 10.7194 11.2416
N 12.8563 10.6550 15.3786
C 13.4570 11.1435 14.2637
N 12.6767 10.8524 13.1991
C 11.6350 10.1360 13.7596
N 11.7091 10.0424 15.0552
C 10.7302 9.4537 12.9210
C 9.8402 8.5394 13.5305
N 8.8797 7.9704 12.8599
C 8.9482 8.0161 11.5366
C 9.9764 8.7002 10.9095
N 10.8702 9.4954 11.6084
H 13.1654 10.7611 16.3558
H 14.4503 11.5693 14.2960
H 9.8909 8.4549 14.5716
H 8.2672 7.3976 10.9656
H 10.0916 8.7177 9.8335
O 14.5995 10.3617 11.0692
C 15.4115 11.3810 11.1120
O 15.1000 12.6031 11.0696
C 16.8834 10.9292 11.0786
C 17.3075 9.7759 10.4153
C 18.6457 9.5333 10.1455
C 19.6019 10.3913 10.6015
O 20.9466 10.3111 10.5785
C 21.4038 11.3855 11.4967
O 20.2312 12.1916 11.8469
C 19.1583 11.4551 11.4159
C 17.8491 11.8597 11.4782
H 16.6260 8.9670 10.1680
H 18.9560 8.7214 9.4254
H 22.0898 11.9974 10.9404
H 21.9131 10.9237 12.3489
H 17.6202 12.8798 11.7497
F 7.9301 16.4750 12.3322
C 9.0134 16.0359 13.0669
F 9.6065 17.1175 13.6039
F 8.5425 15.2259 14.0866
C 9.8222 15.2635 12.0872
C 9.3072 14.9520 10.8233
C 9.9067 13.9884 9.9998
C 11.1615 13.5213 10.3312
C 11.7552 13.9908 11.4702
C 11.1154 14.8103 12.3992
P 11.8727 12.0651 9.6146
C 10.5637 11.2121 8.6509
C 9.1624 11.2146 8.9233
C 8.2879 10.4885 8.1962
C 8.6857 9.7249 7.1040
C 10.0513 9.7664 6.7869
C 10.9868 10.5747 7.5072
C 7.7239 8.9922 6.2349
F 6.7671 8.3338 7.0146
F 7.1060 9.8536 5.3830
F 8.3858 7.9749 5.5053
C 13.2349 12.6065 8.6605
C 13.2695 13.9410 8.2255
C 14.3414 14.4962 7.4889
C 15.3805 13.6853 6.9975
C 15.2973 12.2792 7.4306
C 14.2559 11.7652 8.0967
C 16.4329 14.1025 6.0823
F 15.9613 14.0661 4.7248
F 17.5907 13.4085 6.2418
F 16.8020 15.4030 6.1616
H 8.3515 15.3526 10.5507
H 9.4125 13.7263 9.0918
H 12.7329 13.6147 11.7952
H 11.6683 15.2534 13.2284
H 8.8091 11.8374 9.7155
H 7.2632 10.5333 8.6085
H 10.4784 9.3477 5.9406
H 12.0012 10.7495 7.1036
H 12.4632 14.6384 8.4596
H 14.2763 15.5632 7.3587
H 16.1095 11.5783 7.1926
H 14.1960 10.7020 8.4148
*
```

Relative energies, in eV, with the most stable structure set to zero: *one* 0.000; *two* 0.709.

*one*
The following is a quantum chemistry calculation of 2 unconnected molecules or ions with the total composition C2H8NO3, from OMol25.

The calculation puts the orbital gap at 0.435 Eh. For the HOMO energy, the calculation gives -15.5 eV. For the LUMO energy, the calculation gives -3.6 eV. The calculation puts the molar mass at 94.09 u.

ORCA input file:
```
! RIJCOSX wB97M-V def2-TZVPD def2/J DEFGRID3
* xyz 1 1
O 0.1792 0.7268 -0.9224
C -0.0673 -0.0912 -0.0748
O -1.0713 -0.9150 -0.0258
C 0.8318 -0.3428 1.1132
N 1.8406 0.8032 1.0830
H -1.6673 -1.0110 -0.8591
H 0.2915 -0.2534 2.0454
H 1.4132 -1.2436 1.0752
H 1.5320 1.4715 0.3529
H 2.0692 1.2515 1.9796
H 2.7273 0.4639 0.7053
H -2.4139 0.4673 -2.1314
H -3.2890 -0.8292 -2.2154
O -2.3759 -0.4980 -2.1258
*
```

*two*
The following is a quantum chemistry calculation of 2 unconnected molecules or ions with the total composition C2H8NO3, from OMol25.

The calculation puts the orbital gap at 0.423 Eh. For the HOMO energy, the calculation gives -15.2 eV. For the LUMO energy, the calculation gives -3.7 eV. The calculation puts the molar mass at 94.09 u.

ORCA input file:
```
! RIJCOSX wB97M-V def2-TZVPD def2/J DEFGRID3
* xyz 1 1
O -0.1909 -1.2130 -0.0734
C -0.1324 -0.0123 -0.0100
O -0.6838 0.7935 0.8471
C 0.7378 0.7687 -0.9977
N 1.0017 -0.1547 -2.1499
H -1.1998 0.3105 1.5491
H 0.3432 1.7108 -1.3407
H 1.6569 0.9016 -0.4504
H 1.7566 0.1943 -2.7385
H 1.2625 -1.0750 -1.7703
H 0.1842 -0.1986 -2.7478
H -0.8794 -1.0013 3.4770
H -2.3688 -0.6873 3.2971
O -1.4878 -0.3371 3.1086
*
```

*three*
The following is a quantum chemistry calculation of a gas-phase ion, C2H8NO3 (charge +1), from OMol25.

The calculation puts the orbital gap at 0.454 Eh. For the HOMO energy, the calculation gives -15.9 eV. Its SMILES is [NH3+]CC(O)(O)O. For the LUMO energy, the calculation gives -3.6 eV. The calculation puts the molar mass at 94.09 u.

ORCA input file:
```
! RIJCOSX wB97M-V def2-TZVPD def2/J DEFGRID3
* xyz 1 1
N -1.5706 0.0982 0.1365
C -0.4832 -0.7160 -0.3339
C 0.7986 0.1203 -0.0168
O 0.4430 0.6332 1.3041
O 0.7862 1.0570 -0.9921
O 1.9509 -0.6097 0.1450
H -2.4804 -0.3700 -0.1549
H -1.5941 1.0030 -0.3831
H -1.4240 0.2425 1.1871
H -0.5000 -0.8174 -1.3923
H -0.4402 -1.7198 0.1418
H 1.1794 0.2991 1.8644
H 1.3089 1.8794 -0.8247
H 2.0254 -1.0999 -0.6810
*
```

Relative energies, in eV, with the most stable structure set to zero: *one* 0.106; *two* 0.000; *three* 0.850.